Record 1
3 unconnected molecules or ions with the total composition C20H39BrNO14PS3. Source: OMol25; level of theory: ωB97M-V with the def2-TZVPD basis set.

Orbital gap (eV): 9.51
Molecular weight (g/mol): 724.60
SMILES: [H]/N=C/C[C@@H]1[C@@H](CC(C)C)[C@H](P(O)Br)[C@@](CC)(OCCOCC)OS1(=O)=O.O=S1(=O)OCCO1.O=S1(=O)OCCO1
2S+1: 1

Positions of all 79 atoms, in Å:
1 H 1.3617 2.0044 -6.3336
2 N 1.0801 2.1546 -5.3652
3 C 0.1539 1.3622 -5.0358
4 C -0.4518 1.4081 -3.6589
5 C -0.5376 0.0404 -2.9667
6 C -1.4578 0.0643 -1.7152
7 C -2.9250 0.1518 -2.1847
8 C -3.7858 1.2523 -1.5165
9 C -3.4501 1.5625 -0.0455
10 C -3.7327 2.5491 -2.3250
11 C -1.1491 -1.1829 -0.8631
12 P -2.2426 -1.7327 0.6128
13 O -3.7708 -1.5306 0.0557
14 Br -2.1323 -3.9478 0.2356
15 C 0.3011 -1.1128 -0.3541
16 C 0.8140 0.2093 0.2155
17 C 0.1500 0.6285 1.5257
18 O 0.4317 -2.1518 0.5417
19 C 1.7027 -2.4098 1.1343
20 C 1.6150 -3.7872 1.7601
21 O 0.6324 -3.8075 2.7666
22 C 0.9868 -3.1848 3.9965
23 C 0.1868 -1.8930 4.1880
24 O 1.1538 -1.4822 -1.5142
25 S 1.1654 -0.5572 -2.7906
26 O 2.0331 0.5588 -2.5516
27 O 1.4295 -1.4204 -3.8979
28 H -0.2729 0.6160 -5.7186
29 H -1.4789 1.7685 -3.7624
30 H 0.1126 2.1185 -3.0541
31 H -0.9519 -0.6971 -3.6617
32 H -1.2335 0.9759 -1.1555
33 H -2.9475 0.3300 -3.2630
34 H -3.3962 -0.8232 -2.0498
35 H -4.8180 0.8955 -1.5577
36 H -4.3583 1.6557 0.5497
37 H -2.8407 0.8009 0.4345
38 H -2.9019 2.5045 0.0416
39 H -4.1155 2.4125 -3.3394
40 H -2.7106 2.9348 -2.3894
41 H -4.3331 3.3237 -1.8425
42 H -1.1627 -2.0352 -1.5510
43 H -4.0685 -2.2321 -0.5375
44 H 0.7140 0.9989 -0.5268
45 H 1.8921 0.0947 0.3477
46 H -0.9292 0.4762 1.5229
47 H 0.5472 0.0778 2.3781
48 H 0.3265 1.6898 1.7044
49 H 2.4995 -2.3550 0.3876
50 H 1.8975 -1.6695 1.9182
51 H 2.6049 -4.0685 2.1440
52 H 1.3108 -4.5231 1.0155
53 H 0.8006 -3.9091 4.7927
54 H 2.0629 -2.9744 4.0081
55 H -0.3965 -1.8939 5.1090
56 H -0.5212 -1.8019 3.3632
57 H 0.8288 -1.0106 4.1813
58 O 8.3567 0.3620 -4.7783
59 S 7.0790 0.9149 -5.0592
60 O 6.8238 1.5229 -6.3155
61 O 6.6999 1.9042 -3.8684
62 C 5.4417 1.5316 -3.2753
63 C 5.3887 0.0288 -3.4660
64 O 5.9324 -0.1541 -4.7855
65 H 4.6281 2.0328 -3.8000
66 H 5.4589 1.8339 -2.2323
67 H 4.3723 -0.3539 -3.4579
68 H 6.0117 -0.5041 -2.7463
69 O -4.2368 0.5134 4.6828
70 S -2.8731 0.7334 5.0014
71 O -1.8560 0.5048 4.0396
72 O -2.5470 -0.0529 6.3523
73 C -2.0160 0.8358 7.3476
74 C -2.6778 2.1641 7.0280
75 O -2.6653 2.2010 5.5925
76 H -0.9314 0.8849 7.2435
77 H -2.2860 0.4425 8.3235
78 H -2.1186 3.0232 7.3867
79 H -3.7080 2.2044 7.3835

=====

Record 2
A molecular structure, C20H39Cl2Cu2NO6S at a distorted geometry. Source: OMol25; level of theory: ωB97M-V with the def2-TZVPD basis set.

Orbital gap (eV): 4.96
Molecular weight (g/mol): 619.60
2S+1: 1

Positions of all 71 atoms, in Å:
1 Cu -3.1325 -1.7872 -0.2114
2 Cu -1.8666 0.3487 0.4671
3 C 0.6630 0.0244 2.2556
4 C 0.4221 1.4265 1.9330
5 C 1.5135 1.7473 0.8233
6 C 1.2726 3.1494 0.2198
7 C -0.1389 3.3178 -0.2171
8 C -1.2266 3.0441 0.8569
9 N -0.9180 1.7446 1.4158
10 O -2.0402 1.0454 2.2147
11 C -2.5156 3.0000 -0.0301
12 C -1.2985 4.1837 1.8873
13 C 0.8525 2.2343 3.2005
14 H 0.1379 -0.1889 3.1867
15 H 1.7077 -0.2263 2.4398
16 H 0.3780 -0.5305 1.3618
17 H 1.5806 1.0194 0.0147
18 H 2.4993 1.6365 1.2749
19 H 2.0175 3.3509 -0.5500
20 H 1.3894 3.9739 0.9232
21 H -0.2390 2.6101 -1.0401
22 H -0.2800 4.2871 -0.6953
23 H -2.6190 3.9731 -0.5101
24 H -3.3808 2.9178 0.6278
25 H -2.4778 2.1578 -0.7210
26 H -2.2902 4.6268 1.7967
27 H -0.5083 4.9269 1.9941
28 H -1.2985 3.7297 2.8783
29 H 0.8468 3.3237 3.1652
30 H 1.8508 1.8905 3.4712
31 H 0.1728 2.1313 4.0464
32 C -0.4916 -0.9736 -1.0782
33 O -1.8392 -1.0887 -0.9396
34 H -0.1930 -0.2767 -1.8613
35 H 0.0708 -0.6294 -0.2103
36 H -0.0878 -1.9677 -1.2700
37 C 0.7971 -3.4045 2.3561
38 C 0.3898 -3.7581 0.9254
39 C -1.1542 -3.6025 1.0140
40 S -1.5389 -2.2941 2.1204
41 O -2.2659 -2.8596 3.2862
42 O -1.9998 -1.0700 1.4769
43 C 0.1844 -2.0269 2.7072
44 H 1.8738 -3.5463 2.4491
45 H 0.4116 -4.1942 3.0010
46 H 0.8328 -4.7314 0.7143
47 H 0.8397 -3.0661 0.2134
48 H -1.6200 -4.5413 1.3136
49 H -1.5863 -3.0998 0.1488
50 H 0.1435 -1.6418 3.7260
51 H 0.7584 -1.3538 2.0703
52 O 2.1282 3.2271 -2.9960
53 C 1.7939 2.0740 -3.0197
54 O 1.1009 1.5657 -4.0494
55 C 0.7753 0.1929 -3.8841
56 C 2.0117 -0.2281 -2.9433
57 C 2.1736 0.9563 -2.0552
58 H 0.9387 -0.2009 -4.8872
59 H -0.2440 0.0183 -3.5395
60 H 2.8286 -0.5967 -3.5637
61 H 1.6803 -1.1089 -2.3934
62 H 3.1264 1.3199 -1.6704
63 H 1.3822 0.8889 -1.3087
64 Cl -0.5914 -5.1074 -1.9364
65 C -1.2413 -3.6936 -2.8005
66 C -0.0315 -2.8232 -3.2704
67 Cl 0.9536 -3.8398 -4.4265
68 H -1.8376 -3.0937 -2.1129
69 H -1.9028 -4.0758 -3.5779
70 H 0.5796 -2.5488 -2.4106
71 H -0.2236 -1.8884 -3.7970

=====

Record 3
2 unconnected molecules or ions with the total composition C20H39Cl2N2O6 at a distorted geometry. Source: OMol25; level of theory: ωB97M-V with the def2-TZVPD basis set.

Orbital gap (eV): 6.52
Molecular weight (g/mol): 474.45
Charge: -1
2S+1: 1

Positions of all 69 atoms, in Å:
1 C 3.7356 2.3502 2.0385
2 O 4.9672 2.6823 1.3051
3 C 4.6840 3.2444 -0.0265
4 C 5.8924 2.7276 -1.0252
5 C 5.3226 1.8666 -2.3002
6 C 5.6719 0.2435 -2.1367
7 C 5.0068 -0.3998 -0.7443
8 C 3.3928 -0.5782 -1.0868
9 C 2.6394 -1.2351 0.2307
10 C 1.3286 -2.0677 -0.3634
11 C 0.0883 -1.7856 0.6725
12 C -0.6434 -0.3008 0.4376
13 C -2.0102 -0.3391 1.3612
14 C -2.6879 1.1273 1.6376
15 C -3.4856 1.7492 0.3015
16 O -2.4641 2.7075 -0.2509
17 C -4.7577 2.7057 0.7054
18 O -4.6537 3.3923 1.8769
19 O -5.9738 2.9422 -0.0818
20 N -3.7299 0.7465 -0.7852
21 C -3.7588 1.4942 -2.1349
22 C -4.9805 -0.0544 -0.6861
23 Cl -5.5388 -0.6110 0.9778
24 C -4.8168 -1.4645 -1.5753
25 C -3.2563 -1.8675 -1.8716
26 Cl -5.5478 -2.9324 -0.6337
27 H 3.6126 3.1628 2.8865
28 H 2.7755 2.2474 1.3762
29 H 3.9402 1.3249 2.6033
30 H 4.6829 4.4151 -0.0083
31 H 3.6692 2.8977 -0.5030
32 H 6.6611 2.0784 -0.3872
33 H 6.5234 3.6534 -1.4257
34 H 4.1529 1.9848 -2.4798
35 H 5.8362 2.2227 -3.3018
36 H 6.8231 0.0390 -2.1903
37 H 5.1672 -0.3556 -3.0366
38 H 5.5248 -1.4273 -0.4387
39 H 5.1379 0.3281 0.1881
40 H 2.8675 0.4511 -1.2898
41 H 3.2902 -1.3479 -1.9626
42 H 2.2152 -0.4196 0.9826
43 H 3.3466 -1.9972 0.7706
44 H 1.0222 -1.7055 -1.4428
45 H 1.5526 -3.2226 -0.4033
46 H 0.4451 -1.7744 1.8070
47 H -0.7371 -2.6315 0.6000
48 H 0.0448 0.5711 0.8639
49 H -0.9370 -0.1476 -0.6923
50 H -1.6730 -0.7696 2.4206
51 H -2.7487 -1.1296 0.9159
52 H -1.8847 1.9224 1.9924
53 H -3.5307 0.9945 2.4676
54 H -2.9306 3.5914 -0.3994
55 H -4.3242 2.5349 -2.0587
56 H -4.3648 0.8902 -2.9660
57 H -2.6655 1.6078 -2.6005
58 H -5.8706 0.5250 -1.2150
59 H -5.3836 -1.3767 -2.5952
60 H -2.7468 -2.3350 -0.8993
61 H -2.6111 -1.0351 -2.3807
62 H -3.2903 -2.7727 -2.6493
63 C -2.8181 -4.2341 3.6918
64 N -2.2597 -4.1392 2.3159
65 O -1.3479 -4.9203 2.0199
66 O -2.7524 -3.2833 1.5719
67 H -2.2933 -5.0248 4.2322
68 H -2.6647 -3.2680 4.1769
69 H -3.8806 -4.4689 3.6007

=====

Record 4
A molecular structure, C20H39Cl3EuN3O3Si at a distorted geometry. Source: OMol25; level of theory: ωB97M-V with the def2-TZVPD basis set.

Orbital gap (alpha / beta) (eV): 3.51 / 5.32
Molecular weight (g/mol): 655.96
<S²>: 12.015
2S+1: 7

Positions of all 70 atoms, in Å:
1 C -1.1324 -3.9723 -3.5308
2 C -0.3346 -2.7470 -3.9068
3 H -1.4769 -4.5764 -4.3809
4 H -1.9922 -3.6177 -2.9368
5 H -0.5370 -4.6084 -2.8592
6 C -0.3148 -2.1561 -5.1161
7 C -1.1165 -2.6379 -6.2601
8 H 0.2361 -1.2186 -5.2507
9 H -2.0588 -3.0954 -5.9298
10 H -0.5594 -3.3802 -6.8416
11 H -1.3590 -1.8092 -6.9246
12 Eu -1.2752 0.2303 1.1143
13 Cl 0.8510 -1.8895 1.2770
14 Cl -3.7216 1.0300 1.6632
15 H 0.1443 1.9030 6.2103
16 H 0.7661 -0.5540 6.8670
17 C -0.5835 1.4961 5.5046
18 C 0.0045 -0.8865 6.1410
19 N -0.2005 0.1453 5.1251
20 H -0.5912 2.0746 4.5779
21 C -0.0387 -0.0439 3.8306
22 O -0.1549 0.9255 3.0086
23 H 0.3540 -1.7952 5.6221
24 H 0.1711 -1.0636 3.4636
25 H -1.5915 1.4902 5.9311
26 H -0.9373 -1.1096 6.6721
27 H -3.0860 -0.7081 -2.3575
28 H -2.0944 0.8552 -4.8258
29 C -3.5493 0.2959 -2.2984
30 C -2.6958 1.5822 -4.2658
31 N -2.6370 1.3170 -2.8310
32 H -3.7997 0.5168 -1.2440
33 C -1.6969 1.8517 -2.0434
34 O -1.4306 1.4405 -0.9034
35 H -2.3177 2.5829 -4.4606
36 H -1.1484 2.7017 -2.4956
37 H -4.4565 0.3127 -2.9252
38 H -3.7369 1.4955 -4.5926
39 O -1.0409 -1.8024 -2.2985
40 C 0.2290 -2.0101 -2.6691
41 C 0.7116 0.4040 -3.4339
42 C 1.1476 -0.8023 -2.9050
43 H -0.3671 0.5620 -3.5590
44 C 1.6257 1.3775 -3.8526
45 H 0.7850 -2.7629 -2.0615
46 C 2.5170 -1.0031 -2.6901
47 H 1.2695 2.3048 -4.2952
48 C 3.0058 1.1197 -3.7456
49 C 3.4476 -0.0699 -3.1598
50 H 2.8384 -1.9291 -2.1960
51 H 3.7281 1.8424 -4.1329
52 H 4.5250 -0.2969 -3.0899
53 Si -3.1471 -3.3010 1.5110
54 Cl -2.2972 -2.0188 0.0264
55 C -4.6224 -2.3768 2.2107
56 C -1.8362 -3.5596 2.8281
57 C -3.8547 -4.9019 0.8940
58 H -4.5107 -1.2778 2.2059
59 H -4.7206 -2.7450 3.2471
60 H -5.5221 -2.6489 1.6371
61 H -4.6809 -4.7342 0.1886
62 H -4.2593 -5.3627 1.8123
63 H -3.1204 -5.5813 0.4371
64 H -0.8939 -2.9981 2.6582
65 H -1.5817 -4.6311 2.8970
66 H -2.3180 -3.2287 3.7701
67 N 1.2089 0.9318 0.2554
68 H 1.8580 0.1550 0.4542
69 H 1.4422 1.7403 0.8322
70 H 1.2261 1.1573 -0.7409

=====

Record 5
A molecular structure, C20H39GeN5O4SW. Source: OMol25; level of theory: ωB97M-V with the def2-TZVPD basis set.

Orbital gap (alpha / beta) (eV): 6.62 / 7.39
Molecular weight (g/mol): 702.08
Charge: +3
<S²>: 0.756
2S+1: 2

Positions of all 71 atoms, in Å:
1 W 0.1137 -0.0023 0.4468
2 C 3.3720 2.6827 -0.1491
3 C 1.8742 2.7918 0.0663
4 C 1.2584 3.8409 -0.8362
5 C 1.5427 3.0196 1.5242
6 O 1.2739 1.4561 -0.3665
7 Ge 2.4450 0.0442 -1.1662
8 O 2.0603 -0.6847 0.5981
9 C 2.8921 -1.7365 1.2962
10 C 3.9621 -2.1729 0.3141
11 C 1.9799 -2.8824 1.6709
12 C 3.4999 -1.0525 2.5050
13 O 0.4339 -0.5970 -1.3824
14 C 0.0917 -1.2700 -2.7014
15 C -1.4152 -1.3704 -2.7748
16 C 0.7654 -2.6255 -2.6696
17 C 0.6348 -0.3709 -3.7961
18 H 3.8508 3.6093 0.1695
19 H 3.6262 2.5521 -1.2043
20 H 3.8108 1.8818 0.4555
21 H 1.7575 4.7957 -0.6676
22 H 0.1999 3.9816 -0.6205
23 H 1.3894 3.5801 -1.8871
24 H 1.9355 3.9920 1.8226
25 H 2.0112 2.2674 2.1606
26 H 0.4638 3.0397 1.6911
27 H 3.5323 -2.6496 -0.5715
28 H 4.6074 -2.9108 0.7912
29 H 4.6080 -1.3414 0.0186
30 H 1.5053 -3.3136 0.7877
31 H 1.2156 -2.5722 2.3861
32 H 2.5681 -3.6669 2.1474
33 H 4.1644 -0.2410 2.2070
34 H 4.0871 -1.7739 3.0736
35 H 2.7354 -0.6590 3.1750
36 H -1.8026 -2.0952 -2.0636
37 H -1.6909 -1.7103 -3.7734
38 H -1.8851 -0.3966 -2.6211
39 H 0.4198 -3.2145 -1.8199
40 H 1.8532 -2.5287 -2.6299
41 H 0.5260 -3.1701 -3.5837
42 H 0.2372 0.6426 -3.7178
43 H 0.3273 -0.7715 -4.7625
44 H 1.7259 -0.3411 -3.8121
45 N -4.6101 4.0745 -0.0902
46 C -3.6539 3.1684 0.0114
47 C -2.7080 2.9563 -1.0275
48 C -1.7157 2.0439 -0.8628
49 N -1.5801 1.2583 0.2516
50 C -2.5111 1.4433 1.2404
51 C -3.5158 2.3512 1.1672
52 H -4.7012 4.6582 -0.9078
53 H -5.2680 4.2344 0.6576
54 H -2.7528 3.5338 -1.9413
55 H -0.9712 1.9029 -1.6348
56 H -2.4065 0.8148 2.1135
57 H -4.2018 2.4515 1.9977
58 O 0.4418 0.4890 4.6402
59 C 0.2803 0.3689 3.5166
60 N 0.0971 0.2502 2.3071
61 C -2.9745 -4.3601 1.6542
62 N -3.5302 -3.2315 0.8974
63 C -2.8881 -2.1701 0.4627
64 N -3.5503 -1.2350 -0.2147
65 S -1.1733 -2.0914 0.7743
66 H -3.7716 -4.7828 2.2591
67 H -2.1821 -4.0180 2.3128
68 H -2.5934 -5.1218 0.9762
69 H -4.5145 -3.3003 0.6721
70 H -4.5437 -1.3067 -0.3797
71 H -3.0654 -0.4379 -0.5835

=====

Record 6
A molecular structure, C20H39IrN2O2P2Si at a distorted geometry. Source: OMol25; level of theory: ωB97M-V with the def2-TZVPD basis set.

Orbital gap (alpha / beta) (eV): 3.85 / 4.52
Molecular weight (g/mol): 621.80
Charge: +1
<S²>: 8.794
2S+1: 6

Positions of all 67 atoms, in Å:
1 C 0.7310 -1.4237 -4.6062
2 C 0.7040 -1.1538 -3.2238
3 N -0.4403 -0.9739 -2.5420
4 C -1.5874 -1.2570 -3.1601
5 C -1.6326 -1.7427 -4.4723
6 C -0.4637 -1.7870 -5.2413
7 C 2.0110 -1.1416 -2.4824
8 P 1.7659 -0.5888 -0.7177
9 Ir -0.3885 -0.6212 0.0921
10 P -2.4643 -0.5033 -0.6526
11 C -2.8454 -1.2305 -2.3612
12 O 2.1342 3.1549 -4.3752
13 O -1.6435 2.6486 -3.3620
14 H 1.7197 -1.4971 -5.0874
15 H -2.5962 -2.0832 -4.8425
16 H -0.4604 -2.1709 -6.2684
17 C 2.5915 -2.1832 -0.2492
18 C 3.0389 0.7445 -0.6144
19 H -3.5998 -0.6264 -2.8822
20 H -3.2031 -2.2679 -2.2858
21 H 2.7822 -0.5290 -2.9801
22 H 2.4094 -2.1723 -2.5730
23 C -3.5742 -1.6056 0.3142
24 C -3.2321 1.1210 -1.0201
25 H -0.6754 2.4890 -3.6240
26 H -1.6214 3.5132 -2.8898
27 H 1.1988 3.2357 -4.1571
28 H 2.1255 3.1217 -5.3483
29 H -0.6309 -2.2084 0.2888
30 H -0.7563 0.9432 0.3703
31 H 3.4782 -2.3618 -0.8828
32 H 2.8874 -2.1164 0.7985
33 H 1.8364 -2.9678 -0.4345
34 H 4.0302 0.4490 -0.9977
35 H 2.7013 1.6451 -1.1453
36 H 3.1748 1.0333 0.4287
37 H -4.2917 1.0490 -1.3108
38 H -3.1702 1.7700 -0.1453
39 H -2.6559 1.5691 -1.8496
40 H -4.5718 -1.6678 -0.1534
41 H -3.1241 -2.6125 0.3721
42 H -3.6405 -1.1740 1.3221
43 C -3.0033 0.7152 2.9099
44 Si -1.1374 0.3826 3.3412
45 C -0.5545 1.8776 4.3708
46 C -0.9539 -1.2645 4.2560
47 N 0.0448 0.1346 1.9939
48 C 1.3828 0.3850 2.3274
49 C 1.9186 1.7246 2.3628
50 C 3.1597 1.9993 2.9249
51 C 3.9025 0.9671 3.4992
52 C 3.4897 -0.3533 3.3539
53 C 2.2777 -0.6451 2.7334
54 H -3.2284 1.6056 3.5284
55 H -3.7465 -0.0505 3.2157
56 H -3.2620 0.9998 1.8719
57 H -1.2979 2.1337 5.1364
58 H 0.3906 1.7667 4.9176
59 H -0.4321 2.7768 3.7538
60 H -1.0461 -2.0969 3.5411
61 H 0.0284 -1.3623 4.7419
62 H -1.7112 -1.4134 5.0375
63 H 1.2986 2.5020 1.9048
64 H 3.5191 3.0291 2.9277
65 H 4.8305 1.2130 3.9978
66 H 4.1012 -1.1705 3.7311
67 H 1.9783 -1.6757 2.5729